The following is a DFT calculation (the ωB97M-V functional and the def2-TZVPD basis) of a molecular structure, C30H62BrCl4FIMgN3O14.

Structure (ORCA input):
```
! RIJCOSX wB97M-V def2-TZVPD def2/J DEFGRID3
* xyz 0 1
C 8.90155 0.28663 0.15897
C 7.41689 0.92349 -0.10309
C 6.52839 0.52074 1.17047
I 7.14234 1.76554 2.84654
C 4.95451 0.58212 0.93804
C 4.23488 -0.57298 0.49213
Cl 4.89810 -2.21368 0.12764
C 2.71478 -0.11667 0.39881
O 1.77676 -0.88500 0.06829
O 2.58166 1.24817 0.76268
C 3.88546 1.73555 1.14739
O 3.98504 2.88274 1.59459
H 8.91026 -0.14118 1.23228
H 9.12439 -0.59853 -0.52848
H 9.70353 1.09906 0.14398
H 7.55748 2.05054 -0.23376
H 7.03005 0.51660 -1.09619
H 6.78269 -0.56620 1.42747
C -3.09460 3.51053 -2.62220
O -2.90169 3.91818 -1.28203
C -3.48803 3.10488 -0.29228
C -2.51586 2.03452 0.18292
N -2.29763 0.96242 -0.84555
C -3.45545 0.07004 -1.19109
C -3.87514 -0.82744 -0.03116
O -2.94051 -1.87208 0.18401
C -1.86910 -1.57751 1.06455
H -3.22734 4.40463 -3.23394
H -2.19225 2.99530 -2.97515
H -3.96808 2.85983 -2.74764
H -4.45498 2.70307 -0.61312
H -3.69469 3.76173 0.55897
H -2.85844 1.55301 1.10117
H -1.53028 2.47174 0.36007
H -1.51544 0.36931 -0.55820
H -1.95778 1.41511 -1.70201
H -3.11232 -0.53548 -2.03328
H -4.27826 0.70475 -1.52518
H -4.81249 -1.31297 -0.31829
H -4.08420 -0.27561 0.89038
H -2.10501 -0.76486 1.75879
H -0.98220 -1.31849 0.47530
H -1.63425 -2.47638 1.63716
C 0.76463 -0.02572 3.77068
N 1.71194 0.62003 4.71533
O 1.23071 1.39808 5.55365
O 2.88628 0.33634 4.59441
H -0.24391 0.31851 3.99471
H 1.05706 0.26576 2.76262
H 0.84499 -1.10368 3.91096
Br 2.68246 1.07807 7.20912
C -2.22537 -0.65070 9.77806
C -1.19152 0.05840 8.88119
C -1.06737 -0.70995 7.54963
O -0.01400 0.01003 9.49638
H -1.94428 -1.68516 10.00058
H -2.35517 -0.12524 10.72870
H -3.20226 -0.67674 9.28256
H -1.63186 1.03635 8.62650
H -0.74635 -1.74672 7.69526
H -0.35235 -0.22716 6.87671
H -2.03480 -0.73652 7.03470
C -8.29896 3.39479 -1.41215
C -7.16053 2.66739 -2.10868
C -7.65859 1.88249 -3.31181
O -6.53251 1.77463 -1.18586
H -9.04736 2.68582 -1.04272
H -7.92847 3.94505 -0.54319
H -8.78963 4.09882 -2.08850
H -6.40408 3.38958 -2.42838
H -8.38474 1.12126 -3.00819
H -6.83154 1.35550 -3.79602
H -8.13003 2.54134 -4.04498
H -7.19345 1.13109 -0.89645
Mg 0.92038 -2.80219 -0.76053
C -1.15914 -1.74483 -4.19414
O -0.23140 -1.52855 -5.24379
C 0.70866 -2.59615 -5.39133
C 0.46553 -3.34689 -6.70142
N -0.77776 -4.11611 -6.64738
C -1.20031 -4.64184 -7.94931
C -1.56506 -3.61590 -9.03848
O -2.73576 -2.85810 -8.74894
C -2.51692 -1.71014 -7.94357
H -1.73802 -0.82640 -4.06048
H -1.85143 -2.55181 -4.44385
H -0.64417 -1.97008 -3.25418
H 0.70049 -3.27517 -4.53162
H 1.69996 -2.13470 -5.43562
H 1.30252 -4.02844 -6.88603
H 0.44081 -2.60587 -7.50741
H -1.51838 -3.52176 -6.29150
H -2.08636 -5.25922 -7.76123
H -0.42650 -5.31263 -8.32911
H -1.79507 -4.17976 -9.94760
H -0.72653 -2.95917 -9.29912
H -1.53069 -1.26777 -8.10721
H -2.65307 -1.95991 -6.88887
H -3.27404 -0.96755 -8.20046
C 5.78167 2.43325 7.92899
O 6.98436 2.14469 8.64139
C 7.01961 2.64409 9.88826
O 6.14809 3.28699 10.41920
O 8.19628 2.30172 10.44062
C 8.37278 2.76928 11.77643
H 5.86260 1.98381 6.93853
H 4.91832 1.99606 8.43650
H 5.65418 3.51159 7.80877
H 7.61275 2.34567 12.43667
H 8.34808 3.86077 11.80923
H 9.35278 2.43575 12.11951
C 0.52280 -5.61382 -11.57209
Cl 1.79894 -5.09704 -10.45977
Cl -0.86560 -6.24501 -10.67495
Cl 0.03034 -4.27464 -12.61800
H 0.91692 -6.41118 -12.19900
F -1.71218 5.86063 -0.98642
*
```

The molar mass is 1080.76 g mol⁻¹. The value obtained for the LUMO energy is -4.180 eV.

The following is a DFT calculation (the ωB97M-V functional and the def2-TZVPD basis) of a gas-phase ion, C4H7INO3S (charge -1).

Structure (ORCA input):
```
! RIJCOSX wB97M-V def2-TZVPD def2/J DEFGRID3
* xyz -1 1
C 0.77290 -0.72580 0.47496
C -1.70233 -0.10403 0.89488
C -0.81490 -0.71651 -1.41102
C -0.50605 -0.08093 -0.04837
N 1.80438 0.10729 0.37906
O 0.94689 2.03116 -1.01612
O 0.91313 -1.91896 0.73037
O 1.39281 2.50457 1.36014
S 1.91399 1.98010 0.08130
I 3.69719 -0.84447 0.84944
H -1.16944 -0.41541 1.81369
H -2.34848 -0.94737 0.64145
H -2.19309 0.83614 1.01180
H -0.89255 -1.77206 -1.33640
H -1.70394 -0.21219 -1.99195
H 0.01504 -0.59140 -2.17678
H -0.12556 0.86988 -0.25645
*
```

The molar mass is 276.07 g mol⁻¹. The value obtained for the LUMO energy is 2.658 eV. As for the energy above the lowest of the compared OMol25 structures with the same formula, charge and spin: 0.070 eV.

The following is a DFT calculation (the ωB97M-V functional and the def2-TZVPD basis) of a molecular structure, C10H15AuN2PS4Sb.

Structure (ORCA input):
```
! RIJCOSX wB97M-V def2-TZVPD def2/J DEFGRID3
* xyz 1 2
Au -0.46959 1.96094 -1.67036
S -0.33444 2.49644 2.50229
Sb -0.16639 4.34476 0.96493
S -1.88226 3.48388 -0.54616
S 1.45428 3.17353 -0.39376
C 1.01296 0.34508 -4.45769
P 0.70705 0.25094 -2.66726
C 2.38204 0.10634 -1.97861
C -0.08113 -1.36714 -2.40766
H 1.56808 -0.53747 -4.78692
H 1.59814 1.24241 -4.66455
H 0.06618 0.40559 -4.99194
H 2.87630 -0.79082 -2.35209
H 2.33321 0.10999 -0.89141
H 2.94759 0.98367 -2.29404
H 0.53282 -2.17022 -2.82245
H -1.05339 -1.36702 -2.89993
H -0.23241 -1.50064 -1.33613
N 1.71054 -2.40278 0.63964
C 0.78102 -1.78771 1.37377
N -0.03959 -0.89611 0.90324
C -0.88815 -0.44255 1.85655
C -1.89055 0.52705 1.68288
C -2.73296 0.82907 2.75734
C -2.53985 0.25067 4.00085
C -1.52607 -0.68235 4.20721
C -0.72108 -1.02845 3.14047
S 0.58338 -2.17975 3.09396
H 1.80508 -2.17680 -0.33686
H 2.34129 -3.06871 1.05199
H -2.05893 0.93937 0.69839
H -3.52251 1.55285 2.62402
H -3.18328 0.52537 4.82203
H -1.37738 -1.12944 5.17827
*
```

The molar mass is 641.21 g mol⁻¹. The value obtained for the LUMO energy (alpha / beta) is -6.608 / -6.625 eV. Its expectation value of S² is 0.875.

The following is a DFT calculation (the ωB97M-V functional and the def2-TZVPD basis) of 3 unconnected molecules or ions with the total composition C2H10O2S2.

Structure (ORCA input):
```
! RIJCOSX wB97M-V def2-TZVPD def2/J DEFGRID3
* xyz 0 1
C -0.92290 -2.16070 -0.92896
S -0.25149 -0.42039 -1.10318
S -0.46272 0.04558 1.01011
C -1.20620 -1.07320 2.42613
H -2.04093 -2.23248 -0.52217
H -0.20470 -2.44906 -0.09673
H -0.92090 -2.61413 -1.93069
H -0.62437 -0.76721 3.25695
H -0.92917 -2.03754 2.30333
H -2.32971 -1.06512 2.46090
O 2.86449 0.72788 0.30342
H 2.14173 0.55386 -0.36189
H 2.99773 1.70892 0.04674
O 0.34281 2.83449 -1.62698
H 0.88478 3.31821 -1.01408
H -0.43090 2.48594 -1.04772
*
```

The molar mass is 130.23 g mol⁻¹. The value obtained for the LUMO energy is -0.397 eV. As for the energy above the lowest of the compared OMol25 structures with the same formula, charge and spin: 2.570 eV. The structure (SMILES) is CSSC.O.O.

The following is a DFT calculation (the ωB97M-V functional and the def2-TZVPD basis) of a molecular structure, C20H26ClNPt.

Structure (ORCA input):
```
! RIJCOSX wB97M-V def2-TZVPD def2/J DEFGRID3
* xyz 2 5
C 0.19249 0.70357 -6.06696
C 1.57215 1.26525 -6.43660
C -0.03132 -0.63850 -6.77643
C -0.89938 1.69990 -6.48014
Cl 0.10904 0.42505 -4.19760
H 0.01076 -0.50837 -7.85873
H -1.00973 -1.05230 -6.52771
H 0.73741 -1.36046 -6.49685
H 1.64035 1.42486 -7.51419
H 2.36622 0.57329 -6.15244
H 1.74883 2.22429 -5.94742
H -0.87214 1.86682 -7.55829
H -0.75521 2.66447 -5.99111
H -1.89089 1.32153 -6.22735
C 1.66346 -1.48716 1.82365
C 0.84328 -2.27288 0.97592
C 1.15169 -1.92427 -0.40958
H 0.24256 -3.13042 1.27304
C 1.97039 -0.66339 -0.32893
C 2.34576 -0.52065 1.06037
H 3.12492 0.15035 1.42075
H 1.82610 -1.69006 2.88271
H 1.02692 -2.53095 -1.30082
H 2.43980 -0.19992 -1.19362
C -2.23656 0.95027 1.27590
C -2.20828 -0.26729 1.98426
C -2.06881 -1.34454 1.07601
H -2.38506 -0.38209 3.05388
C -2.20684 -0.81864 -0.28146
C -2.11831 0.67662 -0.13839
H -2.28481 1.36874 -0.96089
H -2.44225 1.93353 1.69686
H -2.06912 -2.40299 1.32749
H -2.53349 -1.34289 -1.17456
Pt -0.20101 -0.37860 -0.31955
N 0.41283 1.13369 3.31855
C 0.29309 0.65774 4.57972
C 1.41843 0.13402 5.26540
C 1.31937 -0.21771 6.60691
C 0.09754 -0.10391 7.28288
C -1.03965 0.33011 6.59183
C -0.95257 0.71584 5.25579
H 1.26385 0.98983 2.78270
H -0.38161 1.47445 2.80057
H 2.35940 0.03968 4.72078
H 2.21279 -0.56485 7.13291
H 0.02912 -0.38407 8.32936
H -2.00353 0.39690 7.10610
H -1.82800 1.06611 4.71530
*
```

The molar mass is 510.97 g mol⁻¹. The value obtained for the LUMO energy (alpha / beta) is -5.871 / -9.571 eV. Its expectation value of S² is 6.060. As for the energy above the lowest of the compared OMol25 structures with the same formula, charge and spin: 0.000 eV.

The following is a DFT calculation (the ωB97M-V functional and the def2-TZVPD basis) of a molecular structure, C8H16ClIN2OPRh.

Structure (ORCA input):
```
! RIJCOSX wB97M-V def2-TZVPD def2/J DEFGRID3
* xyz 2 5
C 0.09228 1.38548 1.69114
I -4.04135 0.14308 1.76162
H 1.03989 1.15594 1.10799
H 0.39790 0.95173 2.65441
H 0.17765 2.53876 1.66322
Rh 0.24511 -0.42252 -0.87083
P 0.01427 1.67579 -1.70200
C -1.17252 3.00463 -1.19559
C 1.65419 2.56787 -1.61230
H 0.55822 0.52184 -3.70175
H -0.26899 2.11922 -4.10478
H -1.21843 0.68989 -3.48741
C -0.25563 1.22981 -3.45149
H 2.42589 1.82009 -1.86547
H 1.68870 3.42348 -2.30689
H -1.11760 3.86561 -1.89172
H -0.92853 3.36247 -0.18078
H 1.79953 2.93799 -0.57231
H -2.18874 2.58829 -1.19380
C -0.86889 0.84294 0.79996
O -2.07752 0.98801 1.21401
Cl 2.08006 -1.04954 -2.10783
N 1.34857 -2.46993 0.95540
C 1.34662 -3.47105 1.92261
C 0.08033 -3.38366 2.54333
C -0.51647 -2.26035 1.99313
N 0.26667 -1.76589 0.95540
H 2.11965 -2.24178 0.23394
H 2.26758 -4.09294 2.03750
H -0.29501 -4.05610 3.27029
H -1.38373 -1.68814 2.32094
*
```

The molar mass is 452.47 g mol⁻¹. The value obtained for the LUMO energy (alpha / beta) is -8.126 / -10.791 eV. Its expectation value of S² is 6.020. As for the energy above the lowest of the compared OMol25 structures with the same formula, charge and spin: 0.000 eV.